C4H11AlNO | ωB97M-V with the def2-TZVPD basis set

Computed properties:
M	116.12	g/mol
HOMO-LUMO gap	4.56	eV
DFT total energy	-529.962015	Ha
charge	+3
HOMO energy	-0.871	Eh

XYZ file:
```
18
C4H11AlNO (ωB97M-V with the def2-TZVPD basis set)
Al 0.6084 -0.4295 3.1955
C -0.0055 1.8455 -0.8008
C -0.9153 0.7267 -0.1651
C -0.4311 -0.6398 -0.5135
O 0.6464 -1.0009 0.2929
C 1.5356 -1.9754 -0.2211
N -1.0219 0.8668 1.2830
H 0.0315 1.7677 -1.8862
H 0.9948 1.6830 -0.3566
H -0.3647 2.8364 -0.5158
H -1.9413 0.9905 -0.5641
H -0.2153 -0.7459 -1.5894
H -1.2794 -1.3670 -0.3016
H 2.3651 -2.1022 0.4746
H 1.9406 -1.7136 -1.2163
H 1.0389 -2.9595 -0.3865
H -1.1541 1.8435 1.5859
H -1.8328 0.3738 1.6851
```

Now the Mulliken charges, all in e: atom 1 (Al): 1.36, atom 2 (C): -1.11, atom 3 (C): 0.23, atom 4 (C): -0.55, atom 5 (O): -0.23, atom 6 (C): -0.64, atom 7 (N): -0.47, atom 8 (H): 0.43, atom 9 (H): 0.36, atom 10 (H): 0.42, atom 11 (H): 0.39, atom 12 (H): 0.51, atom 13 (H): 0.44, atom 14 (H): 0.32, atom 15 (H): 0.34, atom 16 (H): 0.40, atom 17 (H): 0.37, atom 18 (H): 0.41

C24H18Br3F5InN2O3S2 | ωB97M-V with the def2-TZVPD basis set

Computed properties:
M	896.07	g/mol
HOMO-LUMO gap	7.49	eV
DFT total energy	-10468.329485	Ha
charge	+1
HOMO energy	-0.385	Eh

XYZ file:
```
58
C24H18Br3F5InN2O3S2 (ωB97M-V with the def2-TZVPD basis set)
In 0.4804 0.1185 0.2248
Br 3.9600 -1.5082 -2.9143
C 4.1936 -1.1909 -1.0729
C 5.4778 -1.1904 -0.5140
C 5.6502 -0.9986 0.8296
Br 7.4003 -1.0526 1.5498
C 4.5414 -0.7564 1.6706
C 4.6046 -0.5730 3.0663
C 3.4617 -0.3048 3.7749
C 2.2496 -0.1682 3.0902
N 2.1530 -0.3637 1.7934
C 3.2556 -0.6998 1.0758
C 3.0585 -0.9841 -0.3081
O 1.8421 -1.0447 -0.8136
H 6.3332 -1.3475 -1.1559
H 5.5615 -0.6486 3.5639
H 3.4838 -0.1770 4.8475
H 1.3474 0.1168 3.6188
O -3.1115 1.0878 5.5076
C -2.3831 0.9811 4.4018
C -1.9466 2.0729 3.6464
C -1.1825 1.8445 2.5247
N -0.8474 0.6139 2.1230
C -1.2806 -0.4197 2.8409
Br -0.7615 -2.1141 2.1901
C -2.0374 -0.3070 3.9796
H -3.3064 2.0041 5.7332
H -2.2007 3.0857 3.9303
H -0.8125 2.6568 1.9106
H -2.3612 -1.1692 4.5441
F -3.0848 2.8469 -4.9348
C -2.2343 2.7707 -3.9207
C -2.3023 3.6749 -2.8721
F -3.2255 4.6293 -2.8813
C -1.4202 3.5671 -1.8109
F -1.5182 4.4386 -0.8093
C -0.4567 2.5618 -1.7509
S 0.6538 2.5032 -0.3875
C -0.4053 1.6821 -2.8235
F 0.4940 0.6909 -2.8237
C -1.2778 1.7713 -3.8911
F -1.2102 0.8760 -4.8819
C -0.0545 -3.7584 -1.5487
C -0.6512 -2.5353 -2.2321
S -1.9710 -1.7930 -1.2093
O -1.4036 -0.4629 -0.6848
C -3.0775 -1.2467 -2.5448
C -4.0522 -0.2022 -2.0228
H 0.6431 -4.2501 -2.2250
H -0.8231 -4.4809 -1.2726
H 0.4951 -3.4776 -0.6496
H -1.0906 -2.7922 -3.1955
H 0.0949 -1.7510 -2.3649
H -3.5966 -2.1487 -2.8747
H -2.4564 -0.8650 -3.3544
H -4.7437 -0.6335 -1.2983
H -4.6340 0.2042 -2.8489
H -3.5146 0.6168 -1.5448
```

Now the Mulliken charges, all in e: atom 1 (In): 1.31, atom 2 (Br): -0.15, atom 3 (C): -0.27, atom 4 (C): -0.41, atom 5 (C): -0.17, atom 6 (Br): -0.20, atom 7 (C): 0.79, atom 8 (C): -0.58, atom 9 (C): -1.18, atom 10 (C): 0.01, atom 11 (N): 0.00, atom 12 (C): 0.60, atom 13 (C): -0.26, atom 14 (O): -0.56, atom 15 (H): 0.46, atom 16 (H): 0.35, atom 17 (H): 0.43, atom 18 (H): 0.45, atom 19 (O): -0.50, atom 20 (C): 0.89, atom 21 (C): -0.72, atom 22 (C): -0.68, atom 23 (N): 0.04, atom 24 (C): 0.12, atom 25 (Br): -0.02, atom 26 (C): -0.55, atom 27 (H): 0.32, atom 28 (H): 0.38, atom 29 (H): 0.48, atom 30 (H): 0.53, atom 31 (F): -0.31, atom 32 (C): 0.67, atom 33 (C): 0.32, atom 34 (F): -0.29, atom 35 (C): 0.09, atom 36 (F): -0.36, atom 37 (C): 0.43, atom 38 (S): -0.31, atom 39 (C): 0.36, atom 40 (F): -0.30, atom 41 (C): -0.13, atom 42 (F): -0.39, atom 43 (C): -1.13, atom 44 (C): -0.02, atom 45 (S): 0.35, atom 46 (O): -0.41, atom 47 (C): -0.38, atom 48 (C): -1.21, atom 49 (H): 0.40, atom 50 (H): 0.38, atom 51 (H): 0.15, atom 52 (H): 0.64, atom 53 (H): -0.10, atom 54 (H): 0.54, atom 55 (H): 0.20, atom 56 (H): 0.36, atom 57 (H): 0.38, atom 58 (H): 0.20

C15H60N30O15 | ωB97M-V with the def2-TZVPD basis set

Computed properties:
M	900.84	g/mol
HOMO-LUMO gap	9.00	eV
DFT total energy	-3378.939979	Ha
HOMO energy	-0.334	Eh

XYZ file:
```
120
C15H60N30O15 (ωB97M-V with the def2-TZVPD basis set)
C -7.8702 1.3284 0.7325
O -6.8785 1.9201 0.4182
N -8.2023 0.2370 0.2573
N -8.5627 1.5267 1.7859
H -8.5658 -0.4128 0.9397
H -7.3253 0.0073 -0.1881
H -7.9593 2.0598 2.3956
H -9.4482 1.1039 2.0253
C 5.3009 0.1068 6.3587
O 6.1186 1.0274 6.5177
N 5.5754 -1.0741 6.8173
N 4.0958 0.2221 5.9185
H 6.4907 -1.1848 7.2296
H 5.0320 -1.9095 6.6530
H 3.5216 1.0089 5.6517
H 3.6378 -0.6716 5.8108
C 6.6280 -3.1113 -1.0633
O 6.1745 -2.2680 -1.7997
N 6.1292 -3.3290 0.0707
N 7.8197 -3.6776 -1.2910
H 5.2946 -2.8688 0.4048
H 6.7953 -3.9410 0.5202
H 8.1738 -4.3463 -0.6220
H 8.3533 -3.2272 -2.0208
C 0.3473 -0.0595 0.2230
O 0.6698 -1.1615 0.4653
N 0.9536 0.6531 -0.7025
N -0.5050 0.7104 0.7923
H 0.7577 1.6436 -0.7261
H 1.5995 0.1281 -1.2746
H -0.8367 1.4410 0.1789
H -1.1544 0.3138 1.4564
C 0.8913 4.0057 -6.5741
O 0.5861 5.1348 -6.2659
N 1.8741 3.2122 -6.0798
N 0.2443 3.3665 -7.6025
H 1.9637 2.3167 -6.5382
H 2.5323 3.6969 -5.4866
H -0.3138 3.9501 -8.2091
H 0.3666 2.4043 -7.8841
C -0.0572 -5.7960 -5.0312
O -1.1140 -5.3571 -4.7464
N 0.0806 -6.8800 -5.6539
N 1.1515 -5.3666 -4.7792
H -0.7444 -7.3765 -5.9588
H 0.9622 -7.2841 -5.9359
H 1.7951 -5.6440 -5.5065
H 1.3996 -4.8619 -3.9402
C -4.9370 7.9826 -1.9985
O -5.0113 9.0076 -2.6389
N -4.2244 6.9065 -2.2090
N -5.7959 7.7828 -1.0252
H -3.5194 7.0430 -2.9193
H -4.3210 6.0878 -1.6256
H -6.3006 8.5896 -0.6868
H -5.9485 6.8661 -0.6294
C -5.3292 6.1629 5.6324
O -5.6360 7.3512 5.7844
N -5.9726 5.1569 6.1166
N -4.2107 5.9283 5.0567
H -6.7152 5.2008 6.7997
H -5.3951 4.3459 6.2865
H -3.9521 5.0073 4.7325
H -3.6129 6.6295 4.6430
C 7.0270 3.9686 -0.2249
O 6.5298 4.4931 -1.2023
N 8.1408 4.3044 0.3265
N 6.6292 2.9088 0.3223
H 8.5137 3.5955 0.9416
H 8.7099 5.0266 -0.0915
H 6.9715 2.8419 1.2701
H 5.8399 2.5297 -0.1811
C 2.6035 6.7943 4.0865
O 1.8724 6.1492 3.3368
N 2.2908 6.9697 5.3252
N 3.6082 7.4661 3.6259
H 2.6636 7.7570 5.8364
H 1.3934 6.7679 5.7424
H 3.4642 7.4315 2.6268
H 4.0560 8.2252 4.1194
C -5.2303 -5.5533 0.3742
O -5.8015 -5.5366 1.4034
N -3.9548 -5.5029 0.3024
N -5.7042 -5.6247 -0.8171
H -3.6705 -5.3754 -0.6584
H -3.2868 -5.5241 1.0597
H -6.7096 -5.5291 -0.8210
H -5.2388 -5.7310 -1.7072
C 6.3697 -3.6772 -8.5273
O 5.6893 -4.6637 -8.1894
N 7.0327 -3.6365 -9.6605
N 6.4470 -2.4920 -7.9872
H 6.9557 -2.8432 -10.2809
H 7.3357 -4.5215 -10.0413
H 6.2289 -2.4416 -7.0023
H 7.1451 -1.9173 -8.4371
C 1.7515 -7.4303 4.0218
O 2.1569 -6.3394 4.4579
N 1.6659 -8.5361 4.6538
N 1.5065 -7.6663 2.7598
H 2.1634 -8.6135 5.5294
H 0.9988 -9.2106 4.3071
H 1.0139 -8.4837 2.4290
H 1.9134 -6.8774 2.2780
C -5.4209 -0.2424 -5.5027
O -6.1909 0.7031 -5.6231
N -4.3426 -0.1494 -4.7524
N -5.4825 -1.4818 -6.0577
H -4.2836 0.7570 -4.3109
H -3.6993 -0.8929 -4.5211
H -4.8594 -2.2448 -5.8349
H -6.2652 -1.6525 -6.6729
C -3.6608 -1.4877 7.1601
O -3.9617 -0.5416 6.5337
N -3.8719 -1.7700 8.4216
N -3.1164 -2.5418 6.5996
H -4.6382 -1.3045 8.8867
H -3.6541 -2.6878 8.7827
H -2.8451 -2.4123 5.6354
H -3.6961 -3.3175 6.8869
```

Atomic partial charges in e from the Mulliken method, atoms 1 to 99: atom 1 (C): 0.67, atom 2 (O): -0.66, atom 3 (N): -0.51, atom 4 (N): -0.45, atom 5 (H): 0.25, atom 6 (H): 0.26, atom 7 (H): 0.22, atom 8 (H): 0.21, atom 9 (C): 0.65, atom 10 (O): -0.69, atom 11 (N): -0.38, atom 12 (N): -0.31, atom 13 (H): 0.22, atom 14 (H): 0.17, atom 15 (H): 0.20, atom 16 (H): 0.15, atom 17 (C): 0.68, atom 18 (O): -0.68, atom 19 (N): -0.32, atom 20 (N): -0.42, atom 21 (H): 0.22, atom 22 (H): 0.13, atom 23 (H): 0.17, atom 24 (H): 0.22, atom 25 (C): 0.63, atom 26 (O): -0.62, atom 27 (N): -0.42, atom 28 (N): -0.41, atom 29 (H): 0.18, atom 30 (H): 0.21, atom 31 (H): 0.20, atom 32 (H): 0.23, atom 33 (C): 0.62, atom 34 (O): -0.61, atom 35 (N): -0.40, atom 36 (N): -0.40, atom 37 (H): 0.18, atom 38 (H): 0.23, atom 39 (H): 0.21, atom 40 (H): 0.16, atom 41 (C): 0.67, atom 42 (O): -0.63, atom 43 (N): -0.40, atom 44 (N): -0.37, atom 45 (H): 0.21, atom 46 (H): 0.14, atom 47 (H): 0.18, atom 48 (H): 0.19, atom 49 (C): 0.67, atom 50 (O): -0.65, atom 51 (N): -0.38, atom 52 (N): -0.39, atom 53 (H): 0.22, atom 54 (H): 0.18, atom 55 (H): 0.20, atom 56 (H): 0.15, atom 57 (C): 0.62, atom 58 (O): -0.69, atom 59 (N): -0.39, atom 60 (N): -0.38, atom 61 (H): 0.25, atom 62 (H): 0.20, atom 63 (H): 0.17, atom 64 (H): 0.22, atom 65 (C): 0.65, atom 66 (O): -0.67, atom 67 (N): -0.42, atom 68 (N): -0.40, atom 69 (H): 0.17, atom 70 (H): 0.22, atom 71 (H): 0.22, atom 72 (H): 0.23, atom 73 (C): 0.62, atom 74 (O): -0.68, atom 75 (N): -0.41, atom 76 (N): -0.42, atom 77 (H): 0.19, atom 78 (H): 0.24, atom 79 (H): 0.25, atom 80 (H): 0.21, atom 81 (C): 0.65, atom 82 (O): -0.63, atom 83 (N): -0.33, atom 84 (N): -0.39, atom 85 (H): 0.13, atom 86 (H): 0.18, atom 87 (H): 0.21, atom 88 (H): 0.18, atom 89 (C): 0.62, atom 90 (O): -0.65, atom 91 (N): -0.46, atom 92 (N): -0.40, atom 93 (H): 0.21, atom 94 (H): 0.20, atom 95 (H): 0.25, atom 96 (H): 0.23, atom 97 (C): 0.67, atom 98 (O): -0.67, atom 99 (N): -0.38

C3H5NO2 | ωB97M-V with the def2-TZVPD basis set

Computed properties:
SMILES string	C=NOCC=O
M	87.08	g/mol
HOMO-LUMO gap	10.27	eV
DFT total energy	-322.370149	Ha
HOMO energy	-0.361	Eh

XYZ file:
```
11
C3H5NO2 (ωB97M-V with the def2-TZVPD basis set)
C -0.4732 0.3282 1.7541
N -1.4181 0.4864 0.7624
O -1.1550 0.6211 -0.6142
C 0.2094 0.5336 -0.7603
C 0.4783 -1.0154 -1.0316
O 1.6059 -1.4870 -0.9314
H 0.4341 -0.2033 1.5035
H -1.0818 0.4362 2.6447
H 1.0392 0.8482 0.0080
H 0.7135 1.0747 -1.7660
H -0.3524 -1.6226 -1.5693
```

Now the Mulliken charges, all in e: atom 1 (C): -0.36, atom 2 (N): -0.24, atom 3 (O): -0.16, atom 4 (C): -0.52, atom 5 (C): 0.20, atom 6 (O): -0.47, atom 7 (H): 0.31, atom 8 (H): 0.29, atom 9 (H): 0.34, atom 10 (H): 0.30, atom 11 (H): 0.31

CH2NO2S2 | ωB97M-V with the def2-TZVPD basis set

Computed properties:
M	124.17	g/mol
HOMO-LUMO gap (spin up / spin down)	8.27 / 4.01	eV
DFT total energy	-1040.891624	Ha
charge	-1
HOMO energy (spin up / spin down)	-0.184 / -0.071	Eh

XYZ file:
```
8
CH2NO2S2 (ωB97M-V with the def2-TZVPD basis set)
C 1.5223 -0.9540 -0.3872
N 1.0090 0.1595 0.1453
O -1.5259 1.2449 -0.2436
O -3.4989 -0.2633 0.0059
S 3.0452 -1.4292 -0.1274
S -2.1029 -0.1487 -0.3531
H 1.4623 0.8854 0.8242
H 0.0889 0.5054 0.1359
```

Now the Mulliken charges, all in e: atom 1 (C): 0.13, atom 2 (N): -0.17, atom 3 (O): -0.67, atom 4 (O): -0.52, atom 5 (S): -0.36, atom 6 (S): 0.17, atom 7 (H): 0.25, atom 8 (H): 0.18